# 1
C36H25N3NiPS2 | wB97M-V/def2-TZVPD

```
68
Properties=species:S:1:pos:R:3:forces:R:3
Ni 0.7221 0.1674 -1.4482 0.25 0.34 -1.46
S 0.0043 0.4739 -3.8692 0.05 -0.12 0.18
C -0.2107 -1.1947 -4.3072 0.01 -0.17 -0.04
C -0.9994 -1.5586 -5.4078 0.04 0.14 0.02
C -1.1888 -2.8819 -5.7791 -0.36 -0.03 -0.50
C -2.0271 -3.1904 -6.9241 0.22 0.13 0.31
N -2.6963 -3.4106 -7.8351 0.10 0.03 0.14
C -0.5743 -3.9004 -5.0442 -0.01 -0.59 0.00
C 0.2177 -3.5602 -3.9551 0.10 0.04 0.07
C 0.4138 -2.2335 -3.5682 -0.05 0.08 -0.06
S 1.4185 -1.8744 -2.1820 -0.04 -0.39 0.29
C -0.7685 -5.2964 -5.3864 0.03 0.31 0.02
N -0.9247 -6.4062 -5.6560 0.06 0.25 0.09
H -1.4769 -0.7792 -5.9871 0.00 0.01 0.02
H 0.6963 -4.3470 -3.3863 -0.01 0.02 0.01
C 4.8362 -1.5111 3.8764 -0.06 -0.01 0.01
C 3.4921 -1.7518 4.1286 -0.02 0.03 -0.10
C 2.5183 -1.3437 3.2197 0.12 -0.02 0.08
C 2.8821 -0.6836 2.0491 0.27 0.09 -0.27
C 4.2387 -0.4605 1.7975 0.03 0.02 0.01
C 5.2095 -0.8632 2.7054 -0.07 0.02 -0.08
P 1.6869 -0.0407 0.7971 -0.83 -0.25 0.86
C 0.1394 -0.7933 1.4840 0.01 0.10 0.16
C -0.1090 -2.1383 1.1997 -0.13 -0.01 -0.03
C -1.2146 -2.7812 1.7449 0.01 0.10 0.01
C -2.0931 -2.0869 2.5739 0.11 -0.08 -0.04
C -1.8567 -0.7516 2.8601 0.20 0.01 -0.03
C -0.7444 -0.1089 2.3187 0.01 -0.18 0.06
C 1.5203 1.7061 1.2938 0.08 0.15 -0.35
C 1.7090 2.1482 2.5753 0.05 0.09 0.10
C 1.5598 3.5160 2.8916 0.00 -0.08 0.00
C 1.2652 4.4166 1.9090 -0.02 -0.02 -0.14
C 1.1089 4.0025 0.5598 0.03 -0.11 0.07
C 0.8791 4.9389 -0.4782 0.00 -0.02 -0.04
C 0.7821 4.5013 -1.7668 0.03 -0.21 -0.08
C 0.8581 3.1129 -2.0777 0.00 0.24 0.08
C 1.0423 2.1381 -1.1212 -0.15 0.21 0.54
C 1.2069 2.6193 0.2309 0.14 -0.03 0.01
H 5.5909 -1.8332 4.5862 -0.06 0.02 -0.05
H 3.1944 -2.2621 5.0375 0.00 0.02 -0.03
H 1.4757 -1.5416 3.4302 -0.01 0.01 0.01
H 4.5325 0.0379 0.8773 -0.01 -0.04 0.08
H 6.2572 -0.6796 2.4938 -0.07 -0.01 0.01
H 0.5594 -2.6814 0.5400 -0.03 0.03 -0.03
H -1.3948 -3.8246 1.5120 0.01 0.05 0.01
H -2.9648 -2.5861 2.9857 0.07 0.03 -0.04
H -2.5448 -0.1971 3.4880 0.09 -0.06 -0.03
H -0.5586 0.9298 2.5585 -0.05 -0.02 -0.02
H 1.9769 1.4487 3.3596 -0.01 0.00 -0.01
H 1.6895 3.8459 3.9142 0.01 0.00 0.03
H 1.1625 5.4718 2.1462 0.01 -0.05 -0.03
H 0.8048 5.9952 -0.2352 0.00 -0.07 -0.01
H 0.6373 5.2184 -2.5695 -0.01 -0.06 0.03
H 0.7619 2.8278 -3.1204 -0.03 0.03 0.02
N -1.5600 0.6760 -1.2957 -0.20 -0.31 0.88
C -2.5426 0.7700 -0.2774 0.22 -0.01 -0.19
C -2.5059 1.8395 0.6114 -0.02 0.27 0.12
C -3.4500 1.9350 1.6246 -0.03 0.00 -0.12
C -4.4359 0.9641 1.7692 0.07 0.04 -0.18
C -4.4657 -0.1045 0.8808 0.05 0.08 -0.01
C -3.5288 -0.2008 -0.1387 0.00 -0.10 0.01
H -1.8213 0.0835 -2.0631 -0.16 -0.21 -0.31
H -1.3097 1.5725 -1.6737 0.07 0.37 -0.17
H -1.7247 2.5943 0.5070 -0.14 -0.14 0.02
H -3.4116 2.7752 2.3078 0.01 0.00 0.00
H -5.1716 1.0420 2.5585 -0.01 0.00 0.02
H -5.2236 -0.8722 0.9805 0.00 0.01 -0.01
H -3.5520 -1.0374 -0.8313 0.00 0.05 0.06
```
Forces are in eV/Å.

Its HOMO energy (spin up / spin down) is -4.5206 / -4.6816 eV. As for the charge: -1. As for the spin multiplicity: 3. The value obtained for the HOMO-LUMO gap (spin up / spin down) is 6.9 / 7.0 eV. Its energy above the lowest of the compared OMol25 structures with the same formula, charge and spin is 74.5 kJ/mol.


# 2
C22H44BN2O44S9 | wB97M-V/def2-TZVPD

```
122
Properties=species:S:1:pos:R:3:forces:R:3
N 2.5054 -0.9275 -4.6423 2.53 -0.89 -0.14
H 2.3771 -1.9494 -4.6515 -1.46 0.26 -0.17
H 1.7604 -0.2297 -4.7295 -0.78 -0.63 0.11
H 3.2254 -0.8448 -5.3715 -0.23 0.48 -0.05
H 2.9914 -0.8127 -3.7498 -0.14 0.39 -0.05
N 2.8882 -0.1384 4.6924 -0.44 1.93 2.32
H 2.3285 0.4021 4.0049 0.29 -0.11 0.27
H 2.9662 0.4000 5.5578 -0.38 0.34 -0.14
H 3.8318 -0.3686 4.3799 -0.52 0.78 0.15
H 2.4070 -1.0230 4.9237 0.08 0.96 -0.02
O 0.9442 1.1909 3.1634 -0.20 0.00 -0.75
C 0.4386 1.0750 2.0801 0.50 0.22 -0.29
O 1.0676 1.0494 0.8887 0.05 -0.16 0.46
B 0.1616 0.5228 -0.1521 -0.86 0.24 0.93
O -1.1694 0.4985 0.5266 0.70 0.31 -1.32
C -1.0428 0.8108 1.7939 -1.11 -1.18 0.58
O -1.9377 0.6748 2.5835 0.50 0.67 0.34
O 0.4928 -0.8461 -0.5580 0.08 0.20 -1.28
C 0.7389 -0.8867 -1.8657 -1.09 -0.08 0.30
O 0.9806 -1.8737 -2.5108 0.45 0.47 0.21
C 0.4815 0.5479 -2.4257 0.22 -1.00 0.08
O 0.1776 1.2856 -1.4046 -0.18 1.04 0.18
O 0.5463 0.8459 -3.5881 0.29 0.22 0.04
C 3.6786 3.4696 1.6142 1.45 -0.67 0.39
C 4.7435 2.8020 2.5150 0.57 0.73 0.54
O 4.0494 2.5998 3.7472 -0.37 -0.21 0.76
S 3.1988 3.9638 4.0535 -0.03 -0.81 0.07
O 4.0681 5.0400 4.4015 -0.38 -0.66 -0.37
O 2.1095 3.5976 4.9143 1.00 0.29 -1.31
O 2.7645 4.0859 2.4997 -0.60 0.62 0.79
H 3.1668 2.6858 1.0601 -0.25 0.28 -0.20
H 4.2059 4.1926 0.9953 -0.50 0.16 -0.24
H 5.5945 3.4314 2.7932 -0.14 0.38 -0.55
H 5.1984 1.8936 2.1249 -0.61 -0.32 0.13
C -3.0573 -2.6675 -0.8366 0.19 1.23 -0.85
C -2.7689 -3.0226 -2.2849 -0.94 -0.23 -1.16
O -2.4415 -4.4251 -2.2557 0.74 -0.45 0.88
S -1.5348 -4.6890 -0.9547 -0.64 -0.45 1.08
O -0.1533 -4.4632 -1.2471 -0.25 0.51 -0.15
O -1.8581 -5.9070 -0.2816 -0.21 0.92 -0.88
O -2.1296 -3.4359 -0.0803 0.45 -0.79 -0.39
H -4.1054 -2.8189 -0.5809 0.16 -0.67 0.27
H -2.8741 -1.6005 -0.6931 0.29 -0.09 0.27
H -2.0124 -2.4754 -2.8506 0.39 0.11 0.65
H -3.6540 -2.9594 -2.9201 -0.13 0.01 0.26
C -2.8274 -2.8582 -7.7112 -1.38 -0.39 -0.01
C -3.0294 -3.6285 -6.3986 -0.26 -0.02 -1.09
O -1.8129 -3.4060 -5.7057 1.07 0.69 0.30
S -1.1871 -1.9245 -6.0471 -1.53 -1.11 -0.58
O 0.1880 -2.0683 -6.3975 -0.44 0.32 0.34
O -1.5901 -1.0349 -5.0011 0.33 -0.23 -0.66
O -2.0749 -1.6956 -7.3927 0.96 0.32 1.33
H -3.8022 -2.5530 -8.0908 0.13 0.27 -0.07
H -2.3464 -3.4455 -8.4910 0.37 0.00 0.20
H -3.1889 -4.6784 -6.6407 0.52 -0.13 0.29
H -3.9005 -3.3284 -5.8152 0.17 0.48 0.05
C 0.9765 -4.4695 -4.3105 0.29 -0.73 1.37
C 2.1499 -4.7635 -3.3382 -1.14 -0.77 0.08
O 3.2344 -4.1061 -3.9425 1.93 0.42 -1.01
S 3.2134 -4.4965 -5.5481 -2.12 -0.19 1.77
O 3.4342 -5.8914 -5.7623 0.50 1.29 0.05
O 3.8507 -3.4298 -6.2502 -0.14 -0.61 0.34
O 1.6183 -4.2416 -5.5502 0.29 0.11 -1.67
H 0.4167 -3.5909 -4.0041 0.18 0.23 -0.20
H 0.2778 -5.3046 -4.3201 0.13 -0.10 -0.44
H 2.3831 -5.8298 -3.2765 -0.18 0.04 -0.01
H 1.9479 -4.3864 -2.3415 0.24 0.26 -0.11
C -4.8146 -0.5983 3.5946 0.86 -0.05 0.43
C -5.1040 0.4155 2.4648 0.50 -1.57 0.57
O -6.3872 0.8882 2.8271 -0.64 1.07 0.01
S -7.3136 -0.2747 3.4107 0.51 -0.93 -0.19
O -7.8320 -1.0159 2.3036 0.41 0.10 0.49
O -8.2017 0.1753 4.4230 0.73 0.21 -0.37
O -6.0584 -1.0710 4.0981 -1.20 0.38 -0.48
H -4.2801 -0.1163 4.4155 -0.23 0.22 0.04
H -4.2029 -1.4655 3.3477 -0.15 0.07 -0.52
H -5.0937 -0.0908 1.4988 -0.37 0.14 -0.12
H -4.3425 1.1860 2.4628 -0.39 0.37 0.08
C 2.0748 -2.7055 0.5376 0.66 -2.22 -0.12
C 0.9198 -2.7263 1.5626 -0.10 0.22 -1.39
O 1.4524 -2.8354 2.8698 1.96 0.13 0.49
S 3.0812 -2.8791 2.8515 -0.58 -1.01 -1.26
O 3.5477 -4.2003 3.0824 -0.32 0.52 -0.02
O 3.5941 -1.8099 3.6556 0.70 -3.29 -2.32
O 3.2570 -2.4815 1.3101 0.50 0.86 0.94
H 2.0251 -2.1042 -0.3650 0.21 0.52 1.08
H 2.2198 -3.6963 0.0905 -0.32 -0.23 0.38
H 0.3632 -3.6327 1.3414 -0.59 0.35 0.21
H 0.3658 -1.7912 1.5060 -0.35 -0.42 0.12
C -0.9983 1.5135 6.3060 -0.13 0.75 -0.81
C -2.0883 0.5608 6.7857 0.35 -0.06 1.16
O -1.3444 -0.5158 7.4173 0.87 -1.35 -0.20
S 0.2236 -0.4549 7.0936 -0.73 1.39 -1.32
O 0.4906 -0.8982 5.7392 -0.34 -0.46 0.91
O 1.0443 -0.9386 8.1494 -0.85 0.51 -0.41
O 0.2157 1.1593 6.9633 0.64 -0.97 0.99
H -1.1886 2.5559 6.5484 -0.03 -0.04 -0.02
H -0.8438 1.4004 5.2320 -0.04 0.11 0.00
H -2.7522 0.2235 5.9957 0.29 -0.33 -0.11
H -2.6896 0.9093 7.6232 -0.02 0.42 -0.21
C -1.8475 5.8591 1.4604 0.14 -0.64 -0.22
C -0.9218 4.6405 1.2950 -0.22 -0.47 0.00
O -0.0576 4.5757 2.4292 0.06 1.41 1.04
S -0.2579 5.9165 3.3884 1.10 0.43 0.47
O 0.6837 6.9443 3.0176 -1.18 -1.12 -0.50
O -0.2677 5.5915 4.7885 -0.80 -0.40 -1.73
O -1.7459 6.2192 2.8289 0.80 0.22 0.87
H -2.8807 5.5698 1.2926 -0.04 0.23 -0.09
H -1.5328 6.6506 0.7834 -0.11 0.27 0.26
H -0.3675 4.7231 0.3603 0.22 -0.10 0.14
H -1.4640 3.6940 1.3371 -0.20 0.12 -0.30
C 2.2261 3.9895 -3.0025 0.02 -0.66 0.51
C 1.9710 3.5942 -4.4509 1.25 0.69 -0.45
O 0.7594 4.2385 -4.7945 -1.12 0.63 0.13
S 0.7492 5.7146 -4.0944 1.73 1.12 -0.49
O -0.5553 6.1880 -3.8083 0.06 -1.03 0.16
O 1.6320 6.6391 -4.7831 -0.82 -1.92 0.83
O 1.4789 5.1613 -2.7393 -0.60 1.01 -0.64
H 3.2807 4.1273 -2.7634 -0.03 0.20 -0.15
H 1.8121 3.2218 -2.3432 0.07 0.02 0.02
H 1.9712 2.5119 -4.5296 -0.81 0.06 -0.24
H 2.7143 3.9751 -5.1585 0.25 -0.01 0.33
```
Forces are in eV/Å.

Its HOMO energy is -12.7264 eV. As for the charge: +1. The value obtained for the HOMO-LUMO gap is 9.2 eV. Its energy above the lowest of the compared OMol25 structures with the same formula, charge and spin is 146.8 kJ/mol.


# 3
C15H30ClNOP2Pt | wB97M-V/def2-TZVPD

```
51
Properties=species:S:1:pos:R:3:forces:R:3
Pt -0.2628 0.2298 0.1772 0.56 2.80 1.09
P -1.9287 -1.3942 -0.3404 1.20 -1.36 0.27
P 1.3722 1.8332 0.8734 0.88 0.50 0.26
N 0.9659 -0.8033 -0.7579 0.86 -0.62 -1.43
H -1.7859 0.5212 0.3305 -2.30 0.93 0.44
C -2.5703 -1.1174 -1.9730 -0.66 0.13 -0.48
H -3.3610 -1.8318 -2.1875 -0.21 -0.02 -0.31
H -1.7799 -1.1995 -2.7130 0.23 -0.24 0.05
H -2.9374 -0.0953 -2.0748 -0.12 -0.20 0.11
C -3.2522 -1.5644 0.8331 -0.71 -0.08 0.17
H -3.9244 -2.3632 0.5127 -0.17 0.06 0.16
H -3.7917 -0.6255 0.9347 -0.17 0.09 -0.16
H -2.8528 -1.7729 1.8263 0.22 -0.15 -0.13
C -1.1710 -3.0364 -0.3799 -0.61 -0.53 -0.23
H -1.9530 -3.7871 -0.4505 -0.05 -0.42 -0.06
H -0.5920 -3.2236 0.5146 0.03 0.18 0.38
H -0.4951 -3.1511 -1.2160 0.09 0.11 -0.32
C 2.0191 3.1038 -0.3160 -0.12 0.18 0.05
H 2.9119 3.6136 0.1073 -0.51 -0.28 -0.19
H 1.2282 3.8577 -0.5398 0.62 -0.68 0.10
H 2.3311 2.5783 -1.2477 -0.32 0.37 0.59
C 0.9783 2.7092 2.4584 0.38 -0.12 -0.54
H 1.8374 3.3489 2.7237 -0.38 -0.11 0.03
H 0.8449 1.9178 3.2172 -0.13 0.48 -0.31
H 0.0622 3.3127 2.2991 0.56 -0.42 0.22
C 2.9378 0.8982 1.2371 -0.67 0.64 0.04
H 3.6363 1.6241 1.6972 -0.08 -0.61 -0.19
H 3.3190 0.5320 0.2553 -0.14 0.05 0.93
H 2.6437 0.0945 1.9478 0.52 0.38 -0.58
C 1.9367 -1.6353 -0.8337 1.03 -1.45 -0.03
C 3.4596 -2.6504 -2.4475 -0.12 -0.10 1.02
C 2.4451 -1.7702 -2.1563 -0.02 0.47 -0.93
C 2.4405 -2.4204 0.2559 1.18 -0.67 -1.76
C 3.5023 -3.3238 -0.0440 -1.27 1.23 0.18
C 3.9925 -3.4226 -1.3562 0.19 -0.11 -0.70
H 3.8267 -2.7312 -3.4730 0.05 -0.18 0.45
H 1.8988 -1.0843 -2.8648 1.03 -1.02 0.40
H 1.9687 -2.2536 1.2016 0.05 -0.21 0.60
H 3.9081 -3.9129 0.7770 0.06 0.01 -0.37
H 4.8070 -4.1311 -1.5810 -0.48 0.42 0.24
C -2.1793 2.7218 0.1027 -0.10 -3.24 1.29
O -0.9765 2.9260 -0.0656 -0.95 1.18 -0.13
C -3.1841 2.4508 -1.0302 0.81 1.79 0.68
H -4.0168 3.0858 -0.7103 -0.33 0.05 -0.68
H -3.5619 1.4432 -1.1388 0.19 -0.06 0.25
H -2.6937 2.8248 -1.9287 -0.41 -0.16 -0.29
C -2.8142 2.5570 1.5478 0.46 0.84 -1.88
H -2.7510 3.5865 1.9039 -0.17 -0.08 0.80
H -2.3555 1.8063 2.1966 0.36 0.44 -0.19
H -3.8499 2.2814 1.3832 -0.25 0.08 0.26
Cl -0.2327 -0.5572 2.5120 -0.09 -0.26 0.83
```
Forces are in eV/Å.

Its HOMO energy (spin up / spin down) is -3.5138 / -7.9509 eV. As for the spin multiplicity: 5. The value obtained for the HOMO-LUMO gap (spin up / spin down) is 4.1 / 6.6 eV.


# 4
C10H12N4S | wB97M-V/def2-TZVPD

```
27
Properties=species:S:1:pos:R:3:forces:R:3
C 2.1983 1.0080 -0.4479 0.57 -0.57 0.29
N 0.7350 1.3941 -0.5236 1.03 -0.96 0.74
C 0.0039 0.2109 0.0136 -1.12 -0.42 -0.03
C -1.5850 0.3676 0.0745 -3.99 -1.98 -0.70
C -2.3827 1.6266 0.5678 -3.28 -2.27 -0.72
C -3.9547 1.6216 0.6179 2.82 -1.54 -0.52
C -4.7678 0.3510 0.1849 0.07 -1.86 -0.72
N -6.1959 0.0927 0.1663 4.38 -1.62 -1.01
S -6.3719 -1.5068 -0.4688 2.51 1.71 0.59
N -4.7649 -2.0801 -0.7745 -0.35 5.59 2.31
C -3.9889 -0.9336 -0.3487 1.00 0.51 0.21
C -2.4246 -0.8823 -0.3714 0.32 2.71 0.96
H 2.4417 0.3905 0.5140 -0.44 1.16 -1.51
H 2.4549 0.2943 -1.3267 -0.44 1.36 1.29
H 2.8987 1.9149 -0.4520 -1.18 -1.24 -0.22
H 0.5773 2.2471 0.0320 0.07 -0.79 -0.16
H 0.3917 -0.1107 1.0587 -0.62 0.47 -1.50
H 0.2148 -0.6604 -0.7234 -0.36 1.38 1.34
H -1.8234 2.5704 0.9001 -1.05 -1.60 -0.57
H -4.5198 2.5544 0.9985 1.10 -1.81 -0.75
H -1.8584 -1.8223 -0.7354 -1.07 1.79 0.66
C 5.8187 -1.4545 -0.1873 -0.69 0.04 0.66
C 4.7503 -1.4129 0.8659 -2.70 0.03 2.77
N 3.9045 -1.3862 1.7087 3.65 -0.11 -3.64
H 6.2624 -0.4645 -0.3050 -0.09 -0.08 0.06
H 6.5975 -2.1621 0.1020 -0.13 0.07 0.03
H 5.3885 -1.7679 -1.1400 -0.02 0.03 0.14
```
Forces are in eV/Å.

Its HOMO energy is -8.4151 eV. The value obtained for the HOMO-LUMO gap is 7.2 eV. Its energy above the lowest of the compared OMol25 structures with the same formula, charge and spin is 593.4 kJ/mol.


Taking the records one at a time from the top gives calculated total energy values of -4197.28666 -7893.05169 -1981.55123 -1005.23894 hartree.